Entry from the OMol25 dataset: a cluster of 18 separate species, C58H106BO56S14 in total in a non-equilibrium geometry (the ωB97M-V functional and the def2-TZVPD basis).

Geometry as XYZ:
```
235
Properties=species:S:1:pos:R:3:mulliken_charge:R:1
O 0.4712 -1.3895 -2.0523 -0.8352
C -0.0081 -0.8637 -1.0520 0.7642
O 0.5186 -0.9813 0.1349 -0.1834
B -0.1746 -0.1518 1.1763 0.3592
O -1.2005 0.4916 0.3764 -0.1932
C -1.1417 0.1899 -0.9145 0.8511
O -1.9820 0.5102 -1.7663 -0.7958
O 0.7451 0.7594 1.9046 0.3706
C 0.4862 0.6611 3.3137 0.3297
O 1.0163 1.2496 4.2047 -0.5618
C -0.6042 -0.4197 3.3815 0.2151
O -0.8236 -1.0246 2.2138 -0.4971
O -1.1412 -0.8581 4.4030 -0.5788
C 2.4947 0.3221 -4.4032 0.1583
C 1.9207 1.6594 -4.6305 0.5775
O 2.9232 2.3780 -5.2272 -0.4472
S 4.4419 2.0414 -4.7102 0.9017
O 4.7368 2.6917 -3.4259 -0.3058
O 5.4570 1.9886 -5.7666 -0.5942
O 3.9346 0.4151 -4.3362 -0.0772
H 2.3212 -0.4574 -5.1451 -0.1358
H 2.0234 -0.1522 -3.5424 -0.0681
H 1.7289 2.1875 -3.6965 -0.0030
H 0.9957 1.5279 -5.1920 0.0300
C 0.6110 -0.3970 7.6908 -0.3602
C 0.2033 -1.5658 8.7025 -0.1285
O 1.3194 -2.4170 8.5430 -0.4100
S 2.5751 -1.9508 7.6179 1.0130
O 2.3143 -2.3092 6.2064 -0.1517
O 3.8588 -2.1104 8.2981 -0.5638
O 2.0382 -0.3999 7.8070 -0.4570
H -0.0396 0.4098 8.0282 0.3095
H 0.3062 -0.7588 6.7088 0.3733
H -0.7199 -1.9330 8.2541 0.0898
H 0.0682 -1.3104 9.7535 0.3134
C -2.3503 -5.1317 2.0882 -0.4719
C -3.0653 -3.9374 2.5639 0.6720
O -4.4529 -4.2723 2.5109 -0.1578
S -4.7654 -5.5876 1.4658 1.1188
O -5.5300 -5.2609 0.2479 -0.4986
O -5.2153 -6.7731 2.2044 -0.6012
O -3.1250 -5.6976 1.1272 -0.3724
H -2.2932 -5.9031 2.8562 0.4532
H -1.3197 -4.9123 1.8092 0.1414
H -2.7487 -3.0159 2.0755 -0.1425
H -2.8988 -3.9639 3.6408 -0.1334
C -6.6172 -0.5682 3.7938 -0.3904
C -6.3628 0.7067 3.0159 0.1978
O -6.1308 0.2349 1.6736 -0.2949
S -5.2596 -1.1675 1.6127 1.1293
O -3.8728 -0.7860 1.8169 -0.1724
O -5.7012 -1.9851 0.5004 -0.6567
O -5.9148 -1.6071 3.0740 -0.3867
H -7.6259 -0.9684 3.8966 0.2553
H -6.2756 -0.4554 4.8227 0.3116
H -5.4294 1.0998 3.4187 -0.3145
H -7.1192 1.4913 2.9963 0.3957
C 5.6698 -1.4811 -1.8435 0.6428
C 6.4442 -0.7431 -0.8725 0.3646
O 7.8120 -0.7131 -1.3060 -0.3775
S 7.9112 -1.0079 -2.9817 0.9602
O 9.0538 -1.7582 -3.4360 -0.5714
O 7.4532 0.1840 -3.6999 -0.4183
O 6.6365 -2.0227 -2.6765 -0.3452
H 4.9789 -0.8728 -2.4273 -0.4252
H 5.0354 -2.2102 -1.3395 0.0605
H 6.3378 -1.2486 0.0873 0.2057
H 6.0265 0.2635 -0.8497 -0.1214
C -5.6697 0.5289 -1.7158 0.5644
C -5.3224 1.5113 -2.7381 0.2828
O -6.4518 2.2762 -2.9527 -0.3540
S -7.7979 1.3577 -2.7809 1.0577
O -8.2175 0.7854 -4.0687 -0.5481
O -8.6830 2.1734 -1.9658 -0.5756
O -6.9900 0.1917 -1.9192 -0.2030
H -5.4673 0.8800 -0.7040 -0.4125
H -5.1299 -0.4080 -1.8533 -0.1633
H -5.0554 0.9756 -3.6490 0.1161
H -4.4974 2.1937 -2.5334 0.1326
O 6.6054 -1.1388 2.9712 -0.6186
S 5.6696 -0.3353 3.8019 1.1936
O 5.7566 -0.3620 5.2689 -0.6639
O 5.8004 1.2668 3.3210 -0.2388
C 5.5840 2.3019 4.2084 -0.4700
C 5.0040 3.3963 3.3267 -0.5283
C 3.9372 -0.6767 3.2915 1.1193
H 6.5918 2.4905 4.5784 0.2625
H 4.8671 2.1448 5.0143 0.4037
H 3.9475 3.2264 3.1192 -0.2509
H 5.5925 3.3008 2.4142 0.3526
H 5.0440 4.4591 3.5651 0.4713
H 3.3721 -0.7086 4.2230 0.0678
H 4.0254 -1.6482 2.8051 -0.5798
H 3.5748 -0.0146 2.5051 -0.3782
O -4.7541 -2.6325 -4.1784 -0.5161
S -4.1473 -2.5663 -5.5124 1.0634
O -4.7891 -1.8249 -6.5183 -0.6473
O -2.5384 -2.0556 -5.3664 0.1110
C -2.1668 -0.8792 -6.0589 -0.3404
C -0.7398 -0.6983 -5.8801 -0.7273
C -3.8143 -4.2746 -6.0604 -0.9918
H -2.6981 -0.0531 -5.5862 -0.0247
H -2.5590 -0.9290 -7.0746 0.4300
H -0.4792 -0.6986 -4.8217 -0.0357
H -0.5205 0.2795 -6.3089 0.4546
H -0.0606 -1.4075 -6.3532 0.3176
H -4.5983 -4.5782 -6.7542 0.4761
H -3.8955 -4.7849 -5.1007 0.3111
H -2.8129 -4.4089 -6.4694 0.2531
O 0.1112 6.8232 -1.0427 -0.7078
S 0.2614 5.4899 -1.6867 1.3583
O 0.8362 5.5604 -3.0346 -0.6310
O 1.3284 4.6570 -0.6940 -0.0718
C 1.2967 4.9895 0.6958 -0.5991
C 0.1335 4.3544 1.4294 -0.6950
C -1.4049 4.5494 -1.7564 -0.6030
H 1.2566 6.0757 0.7768 0.9288
H 2.1136 4.5636 1.2784 -0.3005
H 0.2842 3.2760 1.4791 0.2128
H -0.7921 4.7229 0.9871 0.4818
H 0.1022 4.6565 2.4763 -0.0594
H -1.5134 4.0012 -0.8206 -0.0610
H -1.4162 3.7565 -2.5043 0.2994
H -2.1826 5.2960 -1.9171 0.4485
O -0.6986 -7.6268 -3.2866 -0.6054
S -0.8746 -6.2014 -3.6031 1.0429
O -1.4891 -5.6995 -4.8920 -0.5595
O -1.6566 -5.5016 -2.2958 -0.4347
C -2.1585 -4.1861 -2.5403 1.0151
C -2.9089 -3.6633 -1.3480 -0.2432
C 0.7997 -5.3605 -3.4396 -0.4485
H -2.7488 -4.2074 -3.4564 -0.5875
H -1.3790 -3.4368 -2.6781 -0.1613
H -2.2931 -4.2102 -0.6341 -0.1090
H -3.9863 -3.8072 -1.4291 0.4207
H -2.6429 -2.6184 -1.1878 -0.0851
H 0.6348 -4.3033 -3.2318 -0.1835
H 1.2396 -5.2157 -4.4264 0.3124
H 1.3937 -5.7214 -2.6001 0.3951
O -6.0641 3.4519 -5.6821 -0.6092
S -4.6122 3.4617 -5.9954 1.0593
O -3.5192 3.0792 -5.0856 -0.3421
O -4.4826 2.8653 -7.6029 -0.2440
C -5.4043 3.3093 -8.6035 -0.0377
C -4.9129 2.8035 -9.9401 -1.3363
C -4.1949 5.2625 -6.1484 -1.1818
H -5.4891 4.3959 -8.5868 0.3017
H -6.3848 2.8467 -8.4906 0.2588
H -4.7792 1.7233 -9.9977 0.3055
H -3.9698 3.2834 -10.2013 0.3345
H -5.6003 3.1818 -10.6967 0.3945
H -3.1917 5.3031 -6.5725 0.3100
H -4.3230 5.6125 -5.1241 0.3903
H -5.0053 5.6390 -6.7727 0.4143
O -3.5512 4.3115 7.2194 -0.5919
S -3.4477 3.1672 6.3374 1.0713
O -4.2511 1.9254 6.4649 -0.5439
O -3.4583 3.6346 4.6462 -0.5935
C -2.9378 2.6308 3.7334 0.5865
C -3.4979 3.0014 2.3796 -0.6174
C -1.5479 2.7692 6.3256 -0.7166
H -3.1633 1.6046 4.0233 0.3323
H -1.8507 2.7080 3.7555 0.0534
H -3.7969 2.0969 1.8499 -0.0436
H -2.8045 3.4495 1.6679 -0.2351
H -4.4288 3.5644 2.4472 0.5158
H -1.0358 3.5787 5.8052 0.3139
H -1.4299 1.7536 5.9478 -0.0048
H -1.1122 2.7250 7.3237 0.5630
O 5.4287 6.4490 0.6094 -0.6228
S 5.2256 5.4642 -0.4221 1.3273
O 6.3956 4.8111 -0.9839 -0.6530
O 4.1268 4.2386 0.0337 -0.3655
C 4.0535 3.0055 -0.5765 -0.3561
C 3.2135 2.0799 0.2782 0.2166
C 4.1337 6.1435 -1.7086 -0.6987
H 5.0522 2.5689 -0.5657 0.4793
H 3.6291 3.3551 -1.5176 0.1103
H 3.5489 2.1549 1.3126 -0.7823
H 3.1693 1.0194 0.0300 0.7435
H 2.1594 2.3534 0.3248 -0.4652
H 4.4572 7.1294 -2.0424 0.5301
H 3.1098 6.3778 -1.4170 -0.0008
H 4.1403 5.5463 -2.6204 0.1697
O 2.9053 -2.1566 -6.6865 -0.6718
S 3.8144 -3.0431 -5.9109 1.0424
O 3.5057 -3.6311 -4.5553 -0.5833
O 4.1312 -4.3794 -6.8115 -0.1706
C 3.6440 -4.4929 -8.1997 -0.0655
C 4.1156 -5.8660 -8.5900 -1.1959
C 5.5060 -2.3203 -5.8144 -0.8441
H 4.1506 -3.7478 -8.8132 0.2617
H 2.5660 -4.3325 -8.2216 0.3071
H 5.0503 -6.0819 -8.0726 0.3006
H 4.2668 -6.0045 -9.6605 0.3601
H 3.4516 -6.6445 -8.2144 0.3150
H 5.9093 -2.6983 -6.7539 0.5065
H 6.0324 -2.7191 -4.9473 0.1801
H 5.6012 -1.2377 -5.8991 0.2324
C 2.8366 4.5799 5.4167 -0.2522
C 3.9537 4.8809 6.1899 -0.4452
C 4.4803 6.1864 6.2476 -0.5876
C 3.8036 7.1480 5.5384 -0.4879
C 2.7278 6.8677 4.8041 -0.6198
C 2.1534 5.5654 4.7369 0.0458
H 2.4634 3.5766 5.2734 0.5012
H 4.4524 3.9996 6.5652 0.4121
H 5.4741 6.4525 6.5762 0.3508
H 4.1798 8.1537 5.6540 0.3674
H 2.2410 7.7356 4.3842 0.3870
H 1.2304 5.5311 4.1770 0.3706
C -3.1183 -4.4196 8.4433 -0.8276
C -2.9753 -3.9519 7.1229 -0.3240
C -4.0734 -3.6106 6.3213 0.1555
C -5.3766 -3.8416 6.7429 -0.5676
C -5.5021 -4.3988 7.9794 -0.4607
C -4.4517 -4.6231 8.8029 -0.3062
H -2.2636 -4.7501 9.0150 0.4436
H -1.9832 -3.8060 6.7217 0.5950
H -3.9393 -3.0871 5.3862 0.1990
H -6.2353 -3.6061 6.1317 0.4596
H -6.4467 -4.6186 8.4544 0.3186
H -4.6478 -4.9849 9.8014 0.3257
C 4.3913 -4.2146 1.3050 -0.0447
C 4.7118 -4.3174 2.6236 -0.7026
C 3.6870 -4.4151 3.5637 -0.4576
C 2.3517 -4.2829 3.1048 -0.5833
C 2.0911 -4.1927 1.7739 0.4527
C 3.1082 -4.1486 0.8336 -1.1367
H 5.2903 -4.2210 0.7067 0.4412
H 5.7080 -4.1889 3.0203 0.3869
H 3.8280 -4.4603 4.6335 0.3862
H 1.5424 -4.2238 3.8175 0.4286
H 1.0438 -4.2397 1.5142 0.1347
H 2.8941 -4.1854 -0.2243 0.6190
```

Output
Total charge: -1
HOMO level in eV: -8.02
Kohn-Sham gap in eV: 9.2
Maximum force in eV/A: 5.60